Entry from OMol25: a cluster of 7 separate species, C54H46BrFN4O13 in total at a distorted geometry (wB97M-V/def2-TZVPD).

The calculation puts the molar mass at 1057.88 g/mol. As for the energy: -5956.08370 Ha. As for the LUMO energy: -1.87 eV. Its charge is 0. As for the SMILES: CC[C@@H](F)[C@](C#N)([C@H](Br)CC)[C@](C#N)(c1ccccn1)N(C)C(C)=O.O=C1C=CC(=O)C=C1.O=C1C=CC(=O)C=C1.O=C1C=CC(=O)C=C1.O=C1C=CC(=O)C=C1.O=C1C=CC(=O)C=C1.O=C1C=CC(=O)C=C1. The value obtained for the orbital gap is 7.943 eV.

Each atom is followed by the atoms it is bonded to, with distances in Å.
Geometry (Å):
1 C 3.8236 -1.9021 1.0992  C2 1.526, H26 1.079, H27 1.078, H28 1.075
2 C 2.9591 -0.9197 0.3132  C1 1.526, C3 1.498, H29 1.076, H30 1.075
3 C 2.4934 -1.5601 -0.9579  C2 1.498, F4 1.376, C5 1.556, H31 1.083
4 F 1.6897 -2.6384 -0.6690  C3 1.376
5 C 1.8259 -0.6821 -2.0556  C3 1.556, C6 1.447, C8 1.565, C12 1.613
6 C 0.9857 -1.6225 -2.7647  C5 1.447, N7 1.129
7 N 0.3035 -2.3634 -3.2750  C6 1.129
8 C 2.8821 -0.1440 -3.0778  C5 1.565, Br9 1.977, C10 1.508, H32 1.072
9 Br 3.5120 -1.5964 -4.2622  C8 1.977
10 C 4.1503 0.4181 -2.4863  C8 1.508, C11 1.537, H33 1.077, H34 1.074
11 C 4.9726 1.1891 -3.5314  C10 1.537, H35 1.076, H36 1.077, H37 1.075
12 C 0.8933 0.5612 -1.6224  C5 1.613, C13 1.474, C15 1.535, N21 1.456
13 C -0.0318 0.8397 -2.7359  C12 1.474, N14 1.132
14 N -0.7727 1.1203 -3.5444  C13 1.132
15 C 1.7677 1.8199 -1.5313  C12 1.535, C16 1.381, N20 1.338
16 C 2.3715 2.1605 -0.3368  C15 1.381, C17 1.378, H38 1.070
17 C 3.1612 3.2876 -0.2730  C16 1.378, C18 1.377, H39 1.072
18 C 3.3347 4.0414 -1.4119  C17 1.377, C19 1.383, H40 1.069
19 C 2.7042 3.6298 -2.5723  C18 1.383, N20 1.336, H41 1.075
20 N 1.9214 2.5497 -2.6424  C15 1.338, C19 1.336
21 N 0.1979 0.4620 -0.3473  C12 1.456, C22 1.483, C23 1.465
22 C -0.5166 1.7310 -0.0669  N21 1.483, H42 1.077, H43 1.076, H44 1.077
23 C -0.6661 -0.6819 -0.0439  N21 1.465, C24 1.496, O25 1.199
24 C -1.8872 -1.0395 -0.8311  C23 1.496, H45 1.070, H46 1.072, H47 1.081
25 O -0.4070 -1.2853 0.9590  C23 1.199
26 H 4.8576 -1.8107 0.8046  C1 1.079
27 H 3.5365 -2.9230 0.9058  C1 1.078
28 H 3.7583 -1.7058 2.1540  C1 1.075
29 H 2.1187 -0.6460 0.9271  C2 1.076
30 H 3.5849 -0.0821 0.0649  C2 1.075
31 H 3.3685 -1.9829 -1.4357  C3 1.083
32 H 2.4080 0.5474 -3.7457  C8 1.072
33 H 3.9370 1.0972 -1.6782  C10 1.077
34 H 4.7591 -0.3833 -2.1099  C10 1.074
35 H 5.0098 2.2340 -3.2760  C11 1.076
36 H 4.5196 1.1313 -4.5065  C11 1.077
37 H 5.9704 0.7962 -3.6041  C11 1.075
38 H 2.1968 1.5681 0.5367  C16 1.070
39 H 3.6196 3.5718 0.6531  C17 1.072
40 H 3.9327 4.9274 -1.4051  C18 1.069
41 H 2.8372 4.1976 -3.4752  C19 1.075
42 H -1.5432 1.5218 0.1810  C22 1.077
43 H -0.5186 2.4118 -0.9007  C22 1.076
44 H -0.0882 2.2137 0.7949  C22 1.077
45 H -2.1427 -2.0398 -0.5481  C24 1.070
46 H -1.7838 -0.9964 -1.8972  C24 1.072
47 H -2.6978 -0.3977 -0.5151  C24 1.081
48 C -6.3795 -3.8820 0.7641  C49 1.330, C54 1.490, H56 1.088
49 C -6.6826 -5.1541 1.0094  C48 1.330, C50 1.484, H57 1.083
50 C -5.6541 -6.2227 0.9704  C49 1.484, O51 1.212, C52 1.482
51 O -5.9391 -7.3801 1.1921  C50 1.212
52 C -4.2635 -5.8204 0.6505  C50 1.482, C53 1.329, H58 1.081
53 C -3.9508 -4.5523 0.4056  C52 1.329, C54 1.484, H59 1.082
54 C -4.9807 -3.4843 0.4395  C48 1.490, C53 1.484, O55 1.219
55 O -4.6557 -2.3321 0.2083  C54 1.219
56 H -7.1494 -3.1147 0.7999  C48 1.088
57 H -7.6905 -5.4702 1.2480  C49 1.083
58 H -3.5276 -6.6121 0.6238  C52 1.081
59 H -2.9414 -4.2463 0.1647  C53 1.082
60 C -8.2213 -0.5094 -0.5870  C61 1.330, C66 1.486, H68 1.084
61 C -8.4339 0.7573 -0.9321  C60 1.330, C62 1.486, H69 1.083
62 C -9.7551 1.4043 -0.7199  C61 1.486, O63 1.211, C64 1.483
63 O -9.9541 2.5558 -1.0359  C62 1.211
64 C -10.8312 0.5900 -0.1045  C62 1.483, C65 1.327, H70 1.082
65 C -10.6216 -0.6744 0.2410  C64 1.327, C66 1.483, H71 1.082
66 C -9.3043 -1.3213 0.0259  C60 1.486, C65 1.483, O67 1.213
67 O -9.1346 -2.4788 0.3462  C66 1.213
68 H -7.2643 -0.9974 -0.7289  C60 1.084
69 H -7.6638 1.3727 -1.3797  C61 1.083
70 H -11.7829 1.0850 0.0403  C64 1.082
71 H -11.3902 -1.2909 0.6892  C65 1.082
72 C 5.4791 -0.8297 6.0972  C73 1.329, C78 1.485, H80 1.082
73 C 5.0377 -0.4155 4.9140  C72 1.329, C74 1.483, H81 1.083
74 C 5.9404 0.2561 3.9484  C73 1.483, O75 1.215, C76 1.484
75 O 5.5359 0.6422 2.8697  C74 1.215
76 C 7.3569 0.4478 4.3482  C74 1.484, C77 1.330, H82 1.083
77 C 7.8001 0.0352 5.5318  C76 1.330, C78 1.488, H83 1.082
78 C 6.8952 -0.6380 6.5019  C72 1.485, C77 1.488, O79 1.210
79 O 7.3012 -1.0140 7.5781  C78 1.210
80 H 4.8372 -1.3169 6.8191  C72 1.082
81 H 4.0089 -0.5416 4.6016  C73 1.083
82 H 7.9962 0.9391 3.6254  C76 1.083
83 H 8.8276 0.1648 5.8467  C77 1.082
84 C -0.3393 -8.0348 -3.4176  C85 1.329, C90 1.486, H92 1.083
85 C 0.2105 -8.1044 -4.6258  C84 1.329, C86 1.488, H93 1.083
86 C 0.8196 -6.9078 -5.2663  C85 1.488, O87 1.212, C88 1.484
87 O 1.3187 -6.9774 -6.3683  C86 1.212
88 C 0.7907 -5.6348 -4.5045  C86 1.484, C89 1.329, H94 1.083
89 C 0.2406 -5.5641 -3.2963  C88 1.329, C90 1.482, H95 1.080
90 C -0.3656 -6.7574 -2.6591  C84 1.486, C89 1.482, O91 1.213
91 O -0.8650 -6.6989 -1.5553  C90 1.213
92 H -0.7888 -8.8916 -2.9314  C84 1.083
93 H 0.2432 -9.0223 -5.1988  C85 1.083
94 H 1.2371 -4.7730 -4.9851  C88 1.083
95 H 0.2095 -4.6435 -2.7320  C89 1.080
96 C 4.5991 3.3312 4.9602  C97 1.330, C102 1.486, H104 1.081
97 C 4.8508 4.5087 4.3965  C96 1.330, C98 1.486, H105 1.083
98 C 4.6123 5.7807 5.1270  C97 1.486, O99 1.211, C100 1.486
99 O 4.8392 6.8526 4.6115  C98 1.211
100 C 4.0842 5.6856 6.5128  C98 1.486, C101 1.330, H106 1.082
101 C 3.8329 4.5078 7.0773  C100 1.330, C102 1.485, H107 1.082
102 C 4.0707 3.2373 6.3458  C96 1.486, C101 1.485, O103 1.212
103 O 3.8436 2.1629 6.8584  C102 1.212
104 H 4.7639 2.3979 4.4410  C96 1.081
105 H 5.2375 4.6001 3.3892  C97 1.083
106 H 3.9191 6.6243 7.0258  C100 1.082
107 H 3.4475 4.4148 8.0845  C101 1.082
108 C -4.4692 5.0558 -3.4972  C109 1.330, C114 1.487, H116 1.079
109 C -3.5142 4.3640 -2.8817  C108 1.330, C110 1.481, H117 1.084
110 C -2.8872 4.8634 -1.6363  C109 1.481, O111 1.213, C112 1.484
111 O -1.9913 4.2497 -1.0953  C110 1.213
112 C -3.3637 6.1604 -1.0937  C110 1.484, C113 1.329, H118 1.083
113 C -4.3235 6.8495 -1.7023  C112 1.329, C114 1.487, H119 1.083
114 C -4.9532 6.3534 -2.9553  C108 1.487, C113 1.487, O115 1.210
115 O -5.8183 6.9897 -3.5122  C114 1.210
116 H -4.9373 4.7189 -4.4096  C108 1.079
117 H -3.1369 3.4215 -3.2616  C109 1.084
118 H -2.8837 6.5050 -0.1865  C112 1.083
119 H -4.6866 7.7981 -1.3280  C113 1.083